Entry from OMol25: a structure of composition C29H25As2N5NiO11S3 (ωB97M-V/def2-TZVPD).

```
76
Properties=species:S:1:pos:R:3:forces:R:3:mulliken_spin:R:1
Ni -0.449335 0.140628 0.467271 -0.243 0.496 0.213 1.3679
S 0.335646 -0.918394 -1.393290 -0.011 -0.085 -0.011 -0.3362
C 1.441653 -1.786771 -0.422509 0.094 -0.058 0.006 0.0238
S 1.013387 -1.414048 1.197244 0.030 -0.145 -0.073 -0.2987
C 2.461696 -2.610367 -0.821084 0.198 -0.123 -0.073 0.0135
C 3.311909 -3.213032 0.153096 -0.130 -0.006 -0.128 0.0108
N 3.991223 -3.700036 0.947677 0.032 0.037 0.038 -0.0006
C 2.728151 -2.865853 -2.200359 -0.034 0.077 0.190 0.0130
N 2.946686 -3.082228 -3.310350 0.001 -0.021 -0.046 -0.0004
C 5.236525 3.777384 -0.035700 0.011 0.111 0.017 -0.0005
O 5.155645 2.488114 -0.650215 0.060 0.054 -0.018 0.0009
C 4.193289 1.620493 -0.280566 -0.115 -0.011 0.029 -0.0105
O 4.010838 0.636054 -0.946246 0.050 -0.138 0.090 0.0065
C 3.327285 1.982327 0.886925 -0.172 -0.337 -0.251 0.1247
C 3.774665 2.020518 2.137702 0.136 0.186 0.157 -0.0227
As 2.743661 2.753648 3.709082 -0.118 -0.417 -0.092 0.0610
C 3.009120 4.611008 3.136928 0.002 0.058 0.039 0.0315
C 1.009438 2.337698 2.949187 0.089 0.074 0.116 0.0050
C 0.789015 3.083914 1.722482 -0.043 0.014 0.000 0.4947
As 1.417696 2.028735 0.253208 0.409 0.283 0.197 0.0359
C 1.693600 3.146144 -1.316788 -0.123 -0.047 -0.113 0.0193
C 0.244903 4.425895 1.714603 -0.074 -0.162 -0.089 0.1133
O -0.137680 5.049695 2.684648 0.032 0.026 0.051 0.1296
O 0.165871 4.938904 0.457175 0.007 -0.008 0.031 0.0220
C -0.527381 6.172461 0.356676 -0.009 0.038 -0.040 -0.0058
C 0.249330 1.176453 3.080771 -0.138 -0.041 0.082 0.0999
O -0.697043 0.878323 2.285064 0.032 0.140 -0.086 0.0052
O 0.329945 0.256412 4.081789 0.125 -0.046 -0.031 0.0070
C 1.270123 0.341437 5.127381 -0.032 0.075 0.000 0.0056
C 5.196392 1.752839 2.509198 -0.168 0.047 0.183 -0.0062
O 5.888934 2.613459 3.005875 0.096 0.034 -0.145 0.0013
O 5.691619 0.518196 2.366222 -0.035 -0.109 0.022 0.0001
C 4.816860 -0.610736 2.129696 -0.016 0.100 0.022 0.0006
H 5.824293 3.736782 0.879278 -0.015 0.005 0.006 0.0004
H 4.247383 4.175434 0.190199 0.035 0.003 -0.048 -0.0003
H 5.727376 4.416947 -0.765269 0.012 0.008 -0.016 0.0003
H 4.065666 4.820715 3.302305 0.005 0.010 0.002 -0.0012
H 2.391342 5.264734 3.750457 -0.008 0.002 -0.013 0.0003
H 2.767270 4.760460 2.086260 0.017 -0.001 0.013 -0.0110
H 2.030426 4.140998 -1.037711 0.017 0.004 -0.016 0.0026
H 0.738489 3.209095 -1.842319 0.084 0.039 0.071 -0.0013
H 2.425647 2.646095 -1.952129 -0.024 0.006 -0.007 -0.0058
H -0.571804 6.398816 -0.705941 -0.011 -0.002 -0.008 -0.0009
H -0.003102 6.964766 0.892900 0.012 -0.001 0.018 0.0029
H -1.534056 6.084371 0.766335 -0.002 -0.014 0.004 0.0030
H 1.062648 -0.505001 5.780115 -0.017 0.012 0.007 0.0006
H 1.166015 1.271716 5.689069 0.016 0.041 -0.006 -0.0012
H 2.295621 0.259707 4.763236 0.042 -0.002 -0.018 -0.0014
H 5.367984 -1.484285 2.462175 0.019 0.002 0.000 0.0016
H 4.583615 -0.711993 1.075793 -0.024 0.045 -0.115 0.0013
H 3.891110 -0.519906 2.697494 0.021 0.021 -0.004 -0.0004
N -2.212074 -0.898588 0.626484 0.096 -0.051 -0.340 0.0519
C -2.904314 -1.745668 0.246533 -0.189 -0.043 0.168 0.0015
C -3.787419 -2.755389 -0.131703 -0.056 -0.085 -0.011 0.0031
C -3.875520 -3.936274 0.647698 0.025 0.154 -0.075 -0.0010
N -3.965512 -4.898372 1.281441 -0.003 -0.034 0.007 0.0020
C -4.659585 -2.594704 -1.237469 0.143 -0.024 0.170 -0.0011
N -5.396527 -2.502178 -2.121948 -0.051 0.036 -0.048 0.0021
C -7.135812 3.873302 1.140404 0.027 -0.002 -0.017 0.0000
C -5.884996 3.418862 0.433477 -0.020 0.015 0.012 -0.0001
C -4.943438 4.338152 -0.016309 0.015 0.018 -0.017 -0.0002
C -3.795717 3.919235 -0.674630 -0.024 -0.086 -0.019 0.0006
C -3.586916 2.565186 -0.884930 -0.007 0.004 0.074 -0.0018
C -4.515759 1.631520 -0.447635 0.011 0.066 -0.038 -0.0003
C -5.657537 2.064487 0.205757 -0.013 -0.021 0.000 0.0002
S -2.064275 2.007972 -1.607320 0.205 0.045 0.190 0.0100
O -1.566483 3.094778 -2.421190 -0.059 0.090 -0.073 0.0019
O -2.329232 0.755356 -2.266963 0.002 -0.031 0.005 -0.0009
O -1.186803 1.839419 -0.397606 -0.208 -0.306 -0.143 0.0312
H -7.044491 4.907399 1.474171 -0.003 0.000 0.001 0.0000
H -7.340353 3.250726 2.012598 -0.001 0.001 -0.001 0.0000
H -8.004668 3.809463 0.480822 -0.003 -0.002 -0.001 0.0000
H -5.108376 5.396480 0.155936 0.006 0.002 0.003 0.0000
H -3.056284 4.624746 -1.030281 -0.003 0.012 0.009 0.0001
H -4.331549 0.580528 -0.619793 -0.022 -0.021 -0.013 -0.0004
H -6.382250 1.335884 0.551700 0.010 -0.013 -0.002 0.0000
```
Positions in Å, forces in eV/Å.

Calculated values
energy above the lowest of the compared OMol25 structures with the same formula, charge and spin: 0.437 eV
lowest unoccupied orbital energy (spin up / spin down): 0.0774 / 0.1147 Ha
HOMO-LUMO gap (spin up / spin down): 5.40 / 6.57 eV
total charge: -2
E_HOMO (spin up / spin down): -3.3 / -3.4 eV
multiplicity: 3
E_tot: -9395.9752 Eh


Entry from OMol25: a structure of composition C29H25BrF5IO2Y (ωB97M-V/def2-TZVPD).

```
64
Properties=species:S:1:pos:R:3:forces:R:3:nbo_charge:R:1
Y -0.180557 0.106359 -0.116989 0.207 1.171 1.697 1.7952
C -0.454780 1.861709 2.192448 -0.458 -0.091 -0.583 -0.0535
C -0.412556 0.906463 3.199490 -0.069 -0.069 -0.114 -0.0716
C -1.440806 -0.044830 2.960480 0.088 -0.129 -0.383 -0.0627
C -2.134160 0.325323 1.804222 -0.141 0.710 -0.273 -0.1522
C -1.525822 1.537834 1.276871 -0.978 0.424 1.334 -0.3995
C -2.315840 2.646998 0.595274 0.377 -0.175 -0.001 -0.6000
C -3.437067 -0.296701 1.364957 0.319 0.084 0.183 -0.6263
C -1.805729 -1.233399 3.801725 0.028 0.148 -0.120 -0.6424
C 0.550175 0.936461 4.343368 -0.034 -0.030 -0.172 -0.6371
C 0.425265 3.071140 2.081426 -0.098 -0.247 0.062 -0.6380
H -2.445740 3.476035 1.292988 -0.077 0.092 0.048 0.2020
H -3.308044 2.299548 0.313572 -0.043 -0.001 -0.121 0.2059
H -1.825980 3.048348 -0.295318 -0.089 0.045 -0.061 0.2095
H -4.225655 -0.052681 2.084419 -0.115 0.000 -0.060 0.2017
H -3.354649 -1.384433 1.326925 -0.087 -0.014 -0.120 0.2267
H -3.751395 0.062170 0.382439 -0.041 -0.070 0.052 0.2008
H -2.793399 -1.096369 4.252085 -0.006 -0.044 0.053 0.2053
H -1.087822 -1.388406 4.604495 0.025 -0.078 0.067 0.2108
H -1.850317 -2.141779 3.196244 -0.006 -0.081 0.043 0.2152
H 0.336090 1.785235 4.996577 0.062 0.042 0.092 0.2039
H 1.571758 1.045558 3.980585 0.165 0.013 0.071 0.2235
H 0.499122 0.031414 4.942979 0.041 -0.096 0.077 0.2080
H 0.137769 3.838328 2.806156 -0.004 0.087 0.011 0.2019
H 0.363608 3.505475 1.082746 0.057 0.057 0.007 0.2143
H 1.461289 2.800518 2.280587 0.176 0.082 -0.050 0.2296
I -2.562092 0.706606 -2.328792 0.618 0.087 -0.398 0.2197
C -0.952491 0.766227 -3.752526 -0.820 -0.107 0.128 -0.0480
C -1.326045 0.615055 -5.057777 -0.231 -0.019 0.278 -0.2816
C -0.353898 0.639036 -6.063788 0.207 0.017 -0.091 -0.2134
C 0.951649 0.835172 -5.724114 -0.150 -0.010 -0.189 -0.2104
C 1.335728 1.026859 -4.382717 -0.287 -0.073 0.125 0.0226
C 2.684210 1.280556 -4.073804 0.203 0.077 0.241 -0.2190
C 3.053205 1.511450 -2.781392 0.185 0.003 -0.305 -0.2076
C 2.105486 1.435693 -1.747971 -0.557 -0.018 0.175 -0.2125
C 0.766303 1.122709 -1.953517 0.505 0.714 -1.117 -0.5505
C 0.374574 0.970035 -3.322618 0.484 0.170 -0.095 -0.1306
H -2.363182 0.471511 -5.315767 -0.105 -0.024 -0.012 0.2174
H -0.652399 0.508171 -7.092376 -0.001 -0.031 -0.129 0.2061
H 1.715997 0.852852 -6.487505 0.113 0.038 -0.090 0.2012
H 3.395468 1.300585 -4.888637 0.130 0.021 -0.004 0.1960
H 4.082668 1.722352 -2.529402 0.127 0.051 -0.037 0.2061
H 2.470541 1.622490 -0.743214 -0.011 -0.161 0.071 0.2319
Br 2.626854 -5.600655 4.848681 -0.009 0.033 -0.040 0.0100
C 2.610809 -3.944438 3.901320 -0.008 -0.168 0.164 -0.0839
C 1.399688 -3.362156 3.582448 -0.078 -0.096 0.055 -0.1998
C 1.401227 -2.165955 2.889468 0.067 0.108 -0.049 -0.1595
C 2.595300 -1.549437 2.544441 -0.062 0.209 -0.190 -0.1405
C 3.797227 -2.142488 2.903073 0.013 0.148 0.017 -0.1562
C 3.815294 -3.353127 3.571634 0.075 -0.075 0.078 -0.2636
C 2.604603 -0.255701 1.741620 0.875 -0.278 0.514 0.8124
O 3.544424 0.520400 1.860338 -0.126 -0.048 -0.009 -0.6568
O 1.612032 -0.102642 0.957271 -0.123 -0.004 -0.179 -0.8882
H 0.467453 -3.840726 3.847641 0.000 -0.024 0.029 0.2175
H 0.465507 -1.705953 2.610667 0.002 0.015 -0.026 0.2398
H 4.721776 -1.641562 2.660049 0.068 0.067 -0.089 0.2301
H 4.748899 -3.828537 3.839373 -0.003 0.001 0.001 0.2183
F -1.643104 -2.860045 0.066033 0.128 0.199 -0.246 -0.3620
C -0.477979 -2.188874 -0.339011 -0.293 -2.353 0.023 0.0763
F 0.541116 -2.886528 0.334240 -0.147 0.234 -0.259 -0.3473
C -0.256384 -2.570338 -1.795019 0.118 -0.057 -0.728 0.9004
F -1.315111 -2.226117 -2.552100 -0.165 -0.137 0.087 -0.3180
F 0.015383 -3.849458 -2.078891 -0.005 -0.142 0.225 -0.3186
F 0.788917 -1.838494 -2.280703 -0.030 -0.202 0.333 -0.3090
```
Positions in Å, forces in eV/Å.

Calculated values
energy above the lowest of the compared OMol25 structures with the same formula, charge and spin: 2.240 eV
lowest unoccupied orbital energy: 0.0827 Ha
HOMO-LUMO gap: 6.85 eV
total charge: -1
E_HOMO: -4.6 eV
multiplicity: 1
E_tot: -4680.0877 Eh


Entry from OMol25: a structure of composition C29H25Cl2IrN7O2S (ωB97M-V/def2-TZVPD).

```
67
Properties=species:S:1:pos:R:3:forces:R:3:mulliken_spin:R:1
Ir -0.431491 -0.079253 -0.362266 0.316 1.349 -1.769 -0.0077
C -2.428586 -1.186139 4.998346 -0.001 -0.010 0.026 0.1747
C -2.423636 0.060468 4.365397 -0.021 -0.049 -0.003 -0.0404
C -1.547073 0.295575 3.338372 -0.029 -0.036 -0.116 0.1112
C -0.612001 -0.689216 2.949300 0.174 -0.044 0.074 0.0679
C -0.644499 -1.951989 3.592139 0.133 0.088 0.104 0.1304
C -1.543447 -2.189527 4.603955 -0.081 0.038 -0.013 -0.0515
N 0.253610 -0.411141 1.930105 -0.126 0.190 0.596 0.3370
C 1.517040 -0.939899 1.963995 -0.062 -0.183 -0.110 -0.0844
C 2.213203 -1.221817 3.152997 0.143 -0.130 -0.024 0.1368
C 3.506573 -1.697434 3.094617 -0.063 0.010 0.123 -0.0563
C 4.159446 -1.905998 1.874041 0.016 -0.035 -0.036 0.0681
C 3.522410 -1.601400 0.693996 -0.025 0.005 0.000 0.0009
C 2.212080 -1.117698 0.741164 -0.059 0.211 0.109 0.0039
N 1.513513 -0.711289 -0.393033 -0.264 -0.150 0.612 -0.0422
N 2.126241 -0.676957 -1.490334 0.267 -0.130 -0.007 0.1547
C 1.406586 -0.110381 -2.522948 -0.052 0.024 -0.163 -0.0275
C 1.978859 -0.033237 -3.781211 0.007 0.017 0.001 0.0343
C 1.278802 0.602760 -4.790252 -0.006 0.023 -0.054 -0.0078
C 0.043842 1.164866 -4.499175 0.043 0.004 -0.006 0.0239
C -0.472525 1.048707 -3.223039 -0.103 0.154 0.024 0.0070
N 0.184571 0.408787 -2.247144 -0.191 -0.510 0.292 0.0308
H -3.138347 -1.380503 5.791014 0.003 0.005 0.002 0.0038
H -3.120891 0.826431 4.675365 0.008 0.001 0.015 -0.0004
H -1.543449 1.250267 2.826316 0.003 0.012 0.027 0.0076
H 0.019077 -2.737309 3.253609 -0.009 0.001 -0.015 -0.0045
H -1.579364 -3.158322 5.082459 -0.013 -0.007 -0.020 0.0010
H 1.747016 -1.025022 4.107369 -0.019 0.007 -0.004 0.0027
H 4.030160 -1.904678 4.018656 0.012 0.012 -0.007 -0.0005
H 5.169320 -2.291056 1.862500 -0.003 0.005 -0.012 0.0018
H 4.010645 -1.734118 -0.260423 0.000 0.005 0.001 0.0058
H 2.957995 -0.463806 -3.935314 -0.016 -0.020 0.012 -0.0001
H 1.695495 0.671588 -5.785951 -0.005 0.004 0.007 0.0001
H -0.528071 1.691561 -5.249578 0.008 -0.003 -0.003 0.0003
H -1.429604 1.478156 -2.967767 0.000 -0.036 0.001 0.0033
S -6.834590 1.142913 -1.419699 -0.055 -0.122 -0.023 -0.0001
C -5.109397 0.991375 -1.194963 0.046 -0.051 0.014 -0.0010
C -4.386800 1.737004 -0.259046 -0.040 -0.073 0.089 -0.0004
C -3.042440 1.506692 -0.109001 -0.007 -0.055 -0.022 -0.0009
N -2.364811 0.615716 -0.849868 0.073 0.074 0.371 -0.0015
C -3.049515 -0.079371 -1.775123 0.072 -0.061 -0.001 0.0003
C -4.397579 0.077621 -1.979388 -0.023 0.128 -0.045 -0.0014
C -7.327215 1.440912 0.268544 0.043 0.108 -0.034 -0.0003
C -7.720859 2.703350 0.677278 -0.093 0.072 0.075 0.0001
C -8.072588 2.872505 2.014437 0.027 -0.060 -0.119 0.0000
N -8.041959 1.887939 2.904605 -0.013 0.003 0.083 0.0000
C -7.684166 0.675886 2.489088 0.023 0.024 -0.105 0.0001
C -7.322320 0.394111 1.178015 0.033 -0.022 0.090 0.0001
H -4.880157 2.459056 0.376649 0.005 0.000 -0.003 -0.0002
H -2.487809 2.035585 0.653610 -0.040 0.010 0.013 0.0018
H -2.491506 -0.822829 -2.331591 -0.020 0.008 0.008 0.0013
H -4.901771 -0.543022 -2.707486 0.000 0.003 0.005 -0.0001
H -7.768056 3.531877 -0.016636 0.028 -0.001 0.005 0.0000
H -8.387021 3.843940 2.376948 -0.003 0.001 0.005 0.0000
H -7.686966 -0.112003 3.233083 -0.012 0.006 0.006 0.0000
H -7.042256 -0.609349 0.885715 -0.001 0.009 -0.006 0.0000
N 0.110776 1.845722 0.206704 0.115 -0.485 -0.289 0.0006
H -0.044571 2.555718 -0.506904 -0.034 -0.026 -0.035 0.0006
H 1.101693 1.857809 0.443225 0.001 0.068 0.028 -0.0002
H -0.385117 2.127255 1.048613 -0.001 -0.081 0.048 -0.0017
Cl -0.631200 -2.799511 -1.166455 0.090 0.604 0.032 0.0074
C -2.115533 -3.299728 -0.279593 -0.172 -0.159 0.084 0.0011
Cl -3.400906 -3.655215 -1.422093 0.033 0.017 -0.053 0.0000
C -2.596819 -2.267493 0.770553 -0.218 0.205 0.397 0.0008
O -3.519388 -2.637908 1.460786 -0.013 -0.211 -0.055 0.0011
O -2.006433 -1.138367 0.849572 0.214 -0.699 -0.189 0.0077
H -1.835768 -4.214941 0.231435 -0.043 -0.054 -0.033 0.0002
```
Positions in Å, forces in eV/Å.

Calculated values
energy above the lowest of the compared OMol25 structures with the same formula, charge and spin: 3.608 eV
lowest unoccupied orbital energy (spin up / spin down): -0.2807 / -0.3028 Ha
HOMO-LUMO gap (spin up / spin down): 5.80 / 5.60 eV
total charge: +2
E_HOMO (spin up / spin down): -13.4 / -13.8 eV
multiplicity: 2
E_tot: -3076.2083 Eh